Density functional theory data (wB97M-V/def2-TZVPD) for an isolated molecule of C6H12O.

## Properties
SMILES string: CCO[C@H]1C[C@H]1C
HOMO-LUMO gap in eV: 10.6

The geometry in ORCA input format:
```
! wB97M-V def2-TZVPD RIJCOSX def2/J DEFGRID3
* xyz 0 1
C 2.7614 0.8725 -0.0266
C 1.6652 -0.1757 -0.1717
O 0.5850 -0.0109 0.7696
C -0.7044 -1.0183 0.4408
C -2.0716 -0.8231 1.0667
C -1.8680 -0.5435 -0.3968
C -1.4636 0.8826 -0.6677
H 3.1894 0.8506 0.9729
H 2.3546 1.8642 -0.2072
H 3.5810 0.6999 -0.7384
H 2.1088 -1.1600 -0.0193
H 1.2594 -0.1391 -1.1859
H -0.2444 -1.9809 0.3617
H -2.2352 0.0145 1.7392
H -2.6117 -1.7304 1.3533
H -2.3942 -1.1734 -1.1375
H -1.0845 0.9625 -1.6930
H -2.3062 1.5526 -0.4846
H -0.5210 1.0558 0.0246
*
```

=====

Density functional theory data (wB97M-V/def2-TZVPD) for a structure of composition C15H30F10Li3N5O35S10.

## Properties
HOMO-LUMO gap in eV: 5.8

The geometry in ORCA input format:
```
! wB97M-V def2-TZVPD RIJCOSX def2/J DEFGRID3
* xyz -2 1
Li 5.3038 -0.6675 2.3509
Li -4.5827 -1.2778 1.6190
Li -1.7091 -2.9736 3.9031
N 5.8449 2.5172 3.5593
S 5.7896 3.0614 5.1760
O 4.6677 2.4843 5.8478
O 6.3961 4.3721 5.5559
F 6.8286 1.9215 5.5705
S 5.0244 3.7327 3.1699
O 5.6854 5.0698 2.9691
O 3.6209 3.7140 3.5348
F 4.8700 3.3547 1.6459
N -1.3575 -2.0479 0.4682
S -0.2183 -0.7316 0.1956
O -0.4204 0.3007 -0.8169
O 1.1560 -0.9541 0.6202
F -0.7225 0.0253 1.5382
S -0.8965 -2.6515 -0.8802
O 0.4373 -3.1824 -1.0481
O -1.4410 -2.0336 -2.1003
F -1.8400 -3.9696 -0.6790
N -5.0074 -1.8137 5.2008
S -5.5890 -0.4034 6.0184
O -5.4400 -0.3718 7.4802
O -6.6482 0.2957 5.3503
F -4.4602 0.6595 5.5682
S -5.9393 -2.6983 6.0394
O -7.3519 -2.4514 5.9209
O -5.4816 -3.1186 7.3371
F -5.6069 -3.9812 5.1473
N 7.9749 -2.1227 0.3966
S 8.8331 -3.3839 0.4524
O 10.2823 -3.1397 0.3870
O 8.3578 -4.7676 0.1774
F 8.6498 -3.5882 2.0380
S 7.5789 -2.3336 -1.2816
O 6.4838 -3.2328 -1.5688
O 8.6378 -2.2328 -2.2676
F 6.8115 -0.9008 -1.4022
N -7.2397 -0.0695 -0.2368
S -6.9951 0.8570 -1.3742
O -8.1701 1.6345 -1.6953
O -6.0605 0.4282 -2.4136
F -6.1141 1.8556 -0.6404
S -7.8706 -1.2603 -1.3030
O -6.8922 -2.0444 -2.0305
O -9.2426 -0.9614 -1.9277
F -8.3850 -2.2619 -0.1095
C -0.9967 6.3004 -6.8281
O -1.7302 6.0596 -7.9335
C -2.0532 6.9458 -8.8301
O -1.7178 8.1432 -8.7544
O -2.6884 6.3277 -9.8200
C -2.9438 7.0543 -11.0099
H -1.3201 7.2242 -6.3484
H 0.0597 6.4774 -7.0298
H -1.0927 5.4847 -6.1116
H -3.7780 7.7519 -10.9346
H -3.2468 6.2747 -11.7089
H -2.0409 7.4743 -11.4532
C -2.9221 -8.3539 -10.7841
O -2.4491 -7.1361 -10.2248
C -1.6781 -6.3541 -10.9907
O -1.2885 -6.5493 -12.1517
O -1.1995 -5.2525 -10.2820
C -1.8331 -4.9094 -9.0383
H -3.6723 -8.8808 -10.1945
H -2.0968 -9.0639 -10.7323
H -3.2528 -8.3294 -11.8224
H -2.8933 -4.7107 -9.1950
H -1.4334 -4.0199 -8.5516
H -1.6703 -5.7263 -8.3353
C -0.3242 0.3384 8.5263
O -0.0106 -0.8638 9.2177
C -0.1340 -2.0714 8.5750
O -0.4138 -2.3413 7.3926
O 0.2884 -2.9312 9.4508
C 0.1077 -4.3605 9.1941
H -0.3168 0.3314 7.4364
H 0.4854 1.0623 8.6192
H -1.2361 0.6799 9.0161
H -0.8852 -4.7129 9.4736
H 0.7428 -4.8161 9.9538
H 0.3989 -4.6738 8.1916
C -0.3452 11.0182 -3.5112
O -0.6910 10.6689 -2.1503
C 0.0048 9.6532 -1.5658
O 0.9219 9.0335 -2.0841
O -0.6062 9.3836 -0.3616
C -0.4771 8.0522 0.0957
H -1.1355 11.6640 -3.8938
H -0.3332 10.1083 -4.1112
H 0.6505 11.4409 -3.6456
H 0.5032 7.9851 0.5676
H -0.5354 7.2667 -0.6577
H -1.2762 7.7646 0.7790
C 5.2188 -4.1999 7.4041
O 4.7258 -5.2202 6.5532
C 4.5183 -4.9193 5.2435
O 4.3837 -3.7618 4.7190
O 4.6767 -6.1071 4.5624
C 4.4413 -6.1112 3.1718
H 5.3197 -4.6874 8.3737
H 4.6064 -3.3080 7.5371
H 6.1682 -3.7634 7.0938
H 3.3690 -6.2723 3.0607
H 4.8488 -7.0190 2.7268
H 4.7266 -5.1988 2.6482
*
```

=====

Density functional theory data (wB97M-V/def2-TZVPD) for a structure of composition C6H5N.

## Properties
HOMO-LUMO gap (spin up / spin down) in eV: 7.2 / 7.3

The geometry in ORCA input format:
```
! wB97M-V def2-TZVPD RIJCOSX def2/J DEFGRID3
* xyz 0 1
C -0.8260 1.5439 -0.5340
C 0.0710 0.5753 -0.3350
C 1.4104 0.2740 -0.3336
C -1.1410 -0.4298 -0.0726
C 2.6254 -0.0217 -0.0118
C -1.8355 0.7588 0.3718
N -1.4659 -1.5968 -0.2925
H 2.9204 -0.3260 1.0671
H 3.4276 -0.0554 -0.7011
H -1.6408 0.8618 1.4028
H -2.7933 0.6610 0.1061
H -0.7523 -2.2451 -0.6671
*
```

=====

Density functional theory data (wB97M-V/def2-TZVPD) for a cluster of 5 separate species, C27H25ClF32O8S in total.

## Properties
SMILES string: CC[C@H]1OC(=O)O[C@@]1(S)CC(=O)Cl.FC(F)C(F)(F)COC(F)(F)C(F)F.FC(F)C(F)(F)COC(F)(F)C(F)F.FC(F)C(F)(F)COC(F)(F)C(F)F.FC(F)C(F)(F)COC(F)(F)C(F)F
HOMO-LUMO gap in eV: 9.9

The geometry in ORCA input format:
```
! wB97M-V def2-TZVPD RIJCOSX def2/J DEFGRID3
* xyz 0 1
C 0.6395 3.0417 2.6736
C -0.1459 4.2435 3.4352
C -1.4706 4.7185 2.6809
O -1.2356 5.2538 1.3486
C -1.7440 4.3233 0.3983
O -1.2806 4.1333 -0.7327
O -2.8555 3.5944 0.9455
C -2.6383 3.6733 2.3697
S -4.1933 4.4896 3.0190
C -2.6531 2.2331 3.0865
C -2.6179 1.0556 1.9722
O -1.6125 0.3558 1.7308
Cl -4.1319 0.6335 0.9964
H 1.1670 3.3987 1.7203
H 1.4867 2.7404 3.3952
H -0.0216 2.1310 2.5038
H -0.2980 4.0295 4.5547
H 0.5841 5.1401 3.3965
H -1.8259 5.6217 3.2754
H -3.8915 5.4062 4.0185
H -3.6857 2.1237 3.5859
H -1.8711 2.0894 3.9002
F 4.5631 1.5563 -0.2340
C 4.9924 1.1115 -1.4312
F 4.9782 2.1852 -2.2622
C 4.1094 -0.0034 -1.9897
F 2.8492 0.4431 -2.2161
F 4.6076 -0.3536 -3.2117
C 4.0418 -1.2939 -1.1481
O 2.8890 -1.4334 -0.3018
C 2.9852 -0.8392 0.9749
F 4.2455 -0.4155 1.1876
F 2.7737 -1.8369 1.8649
C 1.9441 0.2637 1.1869
F 2.0967 1.2667 0.2945
F 2.0694 0.8155 2.4196
H 6.0306 0.7829 -1.3304
H 3.9521 -2.1160 -1.8583
H 4.9718 -1.4976 -0.6111
H 0.9295 -0.1293 1.0835
F -2.5031 5.5695 -6.5961
C -1.7956 6.1787 -5.6250
F -1.2293 7.2728 -6.1976
C -0.7179 5.2722 -5.0324
F 0.2001 4.9330 -5.9705
F -0.0416 5.9936 -4.0907
C -1.2238 3.9918 -4.3369
O -1.1614 2.7809 -5.1039
C -2.2536 2.4931 -5.9502
F -3.2526 3.3667 -5.7210
F -2.7186 1.2842 -5.5579
C -1.8487 2.4276 -7.4259
F -1.3445 3.6056 -7.8534
F -2.9219 2.1549 -8.2081
H -2.4884 6.5280 -4.8543
H -0.5407 3.8093 -3.5023
H -2.2007 4.1276 -3.8663
H -1.0929 1.6560 -7.5901
F 1.4637 -4.3443 -3.9114
C 2.1412 -3.7172 -2.9325
F 3.3088 -3.2967 -3.4887
C 2.4207 -4.6307 -1.7394
F 3.2113 -5.6719 -2.0968
F 3.1379 -3.9131 -0.8203
C 1.1744 -5.1698 -1.0080
O 0.7619 -6.5025 -1.3371
C -0.0948 -6.6591 -2.4489
F -0.5052 -5.4524 -2.8829
F -1.2001 -7.2821 -1.9803
C 0.5353 -7.5068 -3.5583
F 1.6652 -6.9388 -4.0333
F -0.3114 -7.6308 -4.6087
H 1.5778 -2.8295 -2.6301
H 1.4494 -5.2344 0.0489
H 0.3375 -4.4669 -1.0318
H 0.7857 -8.5055 -3.1927
F -2.1535 -1.4301 6.8676
C -0.9999 -1.7417 7.4895
F -0.5262 -0.5816 8.0138
C 0.0286 -2.3527 6.5388
F 0.3818 -1.4696 5.5734
F 1.1639 -2.5955 7.2580
C -0.3754 -3.6865 5.8773
O -0.8773 -3.6127 4.5367
C -2.2587 -3.3681 4.3752
F -2.8773 -3.4321 5.5700
F -2.7372 -4.4061 3.6524
C -2.5365 -2.0588 3.6315
F -2.0427 -0.9941 4.3032
F -3.8693 -1.8515 3.4991
H -1.2220 -2.4161 8.3212
H 0.5470 -4.2665 5.7799
H -1.0168 -4.2958 6.5193
H -2.0858 -2.0696 2.6363
*
```

=====

Density functional theory data (wB97M-V/def2-TZVPD) for the ion C17H29N2O3 with charge +1.

## Properties
SMILES string: CCCCOc1cc(C(=O)OCCN(CC)CC)ccc1[NH3+]
HOMO-LUMO gap in eV: 7.2

The geometry in ORCA input format:
```
! wB97M-V def2-TZVPD RIJCOSX def2/J DEFGRID3
* xyz 1 1
C -1.9040 -0.2085 5.6888
C -1.2664 -0.2767 4.3072
C -0.8570 1.1102 3.8137
C -0.2281 1.0385 2.4288
O 0.1220 2.3695 2.0333
C 0.6638 2.5685 0.8081
C 0.9505 1.5969 -0.1423
C 1.4955 1.9747 -1.3632
C 1.7567 0.9326 -2.4118
O 1.7610 1.1779 -3.5889
O 1.9747 -0.2519 -1.8606
C 2.0529 -1.3781 -2.7354
C 0.6452 -1.8136 -3.1638
N -0.2426 -1.9018 -2.0243
C -1.6450 -1.7191 -2.3414
C -2.3205 -2.8059 -3.1831
C 0.0753 -2.9353 -1.0532
C 0.3626 -4.3437 -1.5842
C 1.7553 3.3086 -1.6593
C 1.4858 4.2837 -0.7161
C 0.9474 3.9059 0.4987
N 0.6186 4.8833 1.5583
H -2.7959 0.4131 5.6703
H -1.2084 0.2084 6.4130
H -2.1879 -1.2026 6.0215
H -0.3865 -0.9216 4.3436
H -1.9734 -0.7169 3.6015
H -1.7354 1.7578 3.7753
H -0.1413 1.5498 4.5113
H 0.6734 0.4169 2.4474
H -0.9376 0.6204 1.7068
H 0.7507 0.5536 0.0365
H 2.5608 -2.1508 -2.1589
H 2.6415 -1.1200 -3.6204
H 0.2438 -1.0518 -3.8369
H 0.7439 -2.7505 -3.7312
H -2.1811 -1.6186 -1.3923
H -1.7278 -0.7625 -2.8691
H -3.3259 -2.4862 -3.4448
H -1.7673 -2.9814 -4.1021
H -2.3955 -3.7385 -2.6310
H -0.7638 -2.9837 -0.3552
H 0.9517 -2.5947 -0.4874
H -0.4482 -4.7068 -2.2081
H 1.2823 -4.3684 -2.1634
H 0.4767 -5.0218 -0.7423
H 2.1612 3.5629 -2.6249
H 1.6875 5.3224 -0.9263
H -0.0771 5.5711 1.2434
H 0.2239 4.3010 2.3228
H 1.4521 5.3837 1.8916
*
```

=====

Density functional theory data (wB97M-V/def2-TZVPD) for a structure of composition C34H38AsN3O2RhSSi2.

## Properties
HOMO-LUMO gap in eV: 6.5

The geometry in ORCA input format:
```
! wB97M-V def2-TZVPD RIJCOSX def2/J DEFGRID3
* xyz -1 1
Rh 0.5641 0.9175 0.0024
C 3.1003 -1.1539 1.5168
Si 2.5779 0.6547 1.1570
C 4.2000 1.3894 0.5250
C 2.3871 1.4558 2.8855
C 3.1600 1.1737 4.0137
C 2.9730 1.8808 5.1994
C 2.0245 2.8942 5.2637
C 1.2602 3.1974 4.1376
C 1.4266 2.4804 2.9512
Si 0.4999 2.8067 1.3228
C 1.1589 4.4423 0.6737
C -1.3112 3.1825 1.7786
H 4.1541 -1.2019 1.8159
H 2.9911 -1.7779 0.6211
H 2.5047 -1.5977 2.3217
H 4.9154 1.3731 1.3563
H 4.0796 2.4165 0.1750
H 4.6104 0.8039 -0.3059
H 3.9133 0.3899 3.9766
H 3.5700 1.6467 6.0753
H 1.8833 3.4466 6.1863
H 0.5234 3.9961 4.1912
H 1.2791 5.1391 1.5120
H 0.4894 4.8810 -0.0715
H 2.1325 4.2894 0.2008
H -1.3938 3.7462 2.7162
H -1.9304 2.2845 1.8501
H -1.7326 3.7918 0.9746
S -1.0660 2.4242 -1.4651
C -1.4756 1.5868 -2.9579
C -1.8919 2.3067 -4.0858
C -2.2248 1.6579 -5.2660
C -2.1482 0.2728 -5.3622
C -1.7360 -0.4598 -4.2594
C -1.4006 0.1752 -3.0686
As -0.8036 -0.7293 -1.4697
C -2.5275 -1.0871 -0.6158
C -3.4939 -0.0823 -0.6187
C -4.6719 -0.2270 0.1054
C -4.8976 -1.3800 0.8467
C -3.9438 -2.3890 0.8537
C -2.7698 -2.2425 0.1279
C -0.3892 -2.5281 -2.1485
C -1.3382 -3.4880 -2.4927
C -0.9460 -4.7528 -2.9141
C 0.4021 -5.0781 -2.9987
C 1.3546 -4.1269 -2.6642
C 0.9567 -2.8653 -2.2417
H -1.9415 3.3867 -4.0195
H -2.5407 2.2394 -6.1250
H -2.4036 -0.2260 -6.2891
H -1.6633 -1.5390 -4.3214
H -3.3101 0.8339 -1.1676
H -5.4071 0.5679 0.0995
H -5.8115 -1.4902 1.4186
H -4.1091 -3.2917 1.4307
H -2.0395 -3.0430 0.1333
H -2.3915 -3.2438 -2.4261
H -1.6955 -5.4895 -3.1793
H 0.7068 -6.0651 -3.3240
H 2.4070 -4.3744 -2.7315
H 1.6961 -2.1128 -1.9784
C 2.2184 1.1700 -3.7114
O 1.6901 0.7066 -2.4721
C 1.6911 1.6483 -1.4391
O 2.2976 2.6758 -1.5980
H 1.9678 0.4166 -4.4564
H 3.3005 1.2993 -3.6542
H 1.7661 2.1220 -3.9884
N -0.1715 -3.9313 2.3120
C -0.4550 -2.5936 2.5387
C -0.0772 -1.6315 1.6070
N -0.3367 -0.3458 1.7508
C -0.9220 -0.0208 2.9077
C -1.2685 -0.9736 3.8475
N -1.0651 -2.2800 3.6790
H -0.0533 -4.2135 1.3530
H -0.7088 -4.5609 2.8843
H 0.4792 -1.9283 0.7241
H -1.1086 1.0269 3.0914
H -1.7402 -0.6748 4.7761
*
```

=====

Density functional theory data (wB97M-V/def2-TZVPD) for an isolated molecule of C10H9N3.

## Properties
SMILES string: C[C@H](C#N)[C@H](C#N)c1ccncc1
HOMO-LUMO gap in eV: 9.3

The geometry in ORCA input format:
```
! wB97M-V def2-TZVPD RIJCOSX def2/J DEFGRID3
* xyz 0 1
C 3.0868 -0.0691 0.2883
C 1.6105 -0.5618 -0.1980
C 1.7440 -1.5373 -1.4912
N 1.8915 -2.0909 -2.5591
C 0.6354 0.6586 -0.6307
C 1.0856 2.0511 0.0795
N 1.5678 3.1123 0.4317
C -0.8448 0.3001 -0.1198
C -1.4194 -1.1470 -0.1304
C -2.8329 -1.4046 0.3990
N -3.8353 -0.5201 0.9111
C -3.2773 0.7979 0.8609
C -1.8992 1.3054 0.4251
H 3.5003 0.8078 -0.3181
H 3.7733 -0.9881 0.1718
H 2.9951 0.1485 1.4182
H 1.1802 -1.1630 0.6979
H 0.6460 0.7826 -1.7841
H -0.7804 -2.0102 -0.5313
H -3.1645 -2.5186 0.3911
H -4.0138 1.6228 1.2189
H -1.6488 2.4235 0.4691
*
```

=====

Density functional theory data (wB97M-V/def2-TZVPD) for a structure of composition C28H26IrN2O3.

## Properties
HOMO-LUMO gap (spin up / spin down) in eV: 6.3 / 6.0

The geometry in ORCA input format:
```
! wB97M-V def2-TZVPD RIJCOSX def2/J DEFGRID3
* xyz 0 2
Ir -0.0751 -0.1683 0.7761
C -3.1346 -1.1694 -0.4781
O -2.1278 -0.1710 -0.5685
C -2.5108 1.1281 -0.7754
C -3.8002 1.4901 -1.1283
C -4.1011 2.8196 -1.3891
C -3.1046 3.7775 -1.3054
C -1.8193 3.4122 -0.9403
C -1.5042 2.0903 -0.6524
N -0.2109 1.6629 -0.2434
N 0.6911 2.5252 -0.3924
C 2.0113 2.3041 -0.2373
C 2.6103 1.0234 -0.0260
O 1.9609 -0.0709 -0.0464
C 4.0307 0.9747 0.2006
C 4.7942 2.0842 0.1982
C 4.2396 3.3764 -0.0651
C 5.0454 4.5306 -0.0765
C 4.5140 5.7614 -0.3602
C 3.1460 5.8686 -0.6517
C 2.3387 4.7578 -0.6312
C 2.8585 3.4856 -0.3168
H -3.8154 -0.9598 0.3491
H -2.6101 -2.1017 -0.2876
H -3.6928 -1.2488 -1.4120
H -4.5766 0.7434 -1.2082
H -5.1129 3.0931 -1.6577
H -3.3294 4.8148 -1.5168
H -1.0388 4.1525 -0.8491
H 4.4579 -0.0019 0.3924
H 5.8587 2.0065 0.3941
H 6.1020 4.4261 0.1452
H 5.1410 6.6436 -0.3649
H 2.7198 6.8349 -0.8916
H 1.2860 4.8419 -0.8566
C -0.2962 -0.3505 2.5418
C -0.1274 -0.1002 3.9408
C 0.3032 1.1453 4.4170
C 0.4791 1.3582 5.7715
C 0.2216 0.3417 6.6824
C -0.2085 -0.8955 6.2222
C -0.3788 -1.1173 4.8672
H 0.5040 1.9264 3.6933
H 0.8220 2.3234 6.1224
H 0.3614 0.5094 7.7422
H -0.4083 -1.6952 6.9242
H -0.7005 -2.0823 4.4946
C 2.4483 -3.4072 -0.2807
C 1.7271 -3.6831 -1.6004
C 0.4944 -2.7960 -1.4676
O 0.2210 -2.6789 -0.0591
C 1.2806 -3.3014 0.6844
H 2.9682 -2.4508 -0.3314
H 3.1484 -4.1927 0.0023
H 1.4470 -4.7359 -1.6719
H 2.3185 -3.4198 -2.4767
H -0.3870 -3.2048 -1.9639
H 0.6970 -1.7983 -1.8684
H 0.9460 -4.2932 1.0058
H 1.4857 -2.6867 1.5585
*
```

=====

The evaluated relative energy (zero: lowest compared OMol25 entry of this formula, charge and spin) for the records listed, in turn: 74.0; 340.9; 140.8; 0.0; 4.3; 21.5; 113.2; 26.8 kcal/mol.
The evaluated DFT total energy for the records listed, in turn: -8461.143; -231285.951; -7785.691; -155099.094; -27215.977; -134882.443; -14980.608; -41414.726 eV.
The evaluated maximum force for the records listed, in turn: 2.90; 10.59; 6.14; 4.87; 0.72; 0.64; 7.08; 3.56 eV/A.